Version P
16
Properties=species:S:1:pos:R:3:mulliken_charge:R:1 method="wB97M-V/def2-TZVPD" smiles="N/C=C/N.CS" homo_ev=-7.42
N 2.63944 -0.23882 0.78063 -0.544
C 1.32033 0.09620 1.07617 0.088
C 0.71698 1.26039 0.86171 -0.465
N -0.69752 1.42412 1.03265 -0.467
H 2.87025 -1.21434 0.82483 0.234
H 3.02206 0.20634 -0.03867 0.216
H 0.76073 -0.67903 1.58234 0.214
H 1.26799 2.12060 0.50117 0.280
H -0.88334 2.33630 1.43536 0.234
H -1.04107 0.75177 1.71250 0.208
C -1.97989 -1.38826 -1.67409 -0.726
S -0.55891 -0.38061 -2.16867 -0.182
H -2.19512 -2.06472 -2.49489 0.290
H -1.78869 -1.93793 -0.75643 0.238
H -2.85604 -0.75468 -1.54299 0.270
H -0.59719 0.46268 -1.13160 0.113

Version Q
16
Properties=species:S:1:pos:R:3:mulliken_charge:R:1 method="wB97M-V/def2-TZVPD" smiles="[H]/N=C/N.CCS" homo_ev=-7.79
H -2.49476 0.71908 -1.34437 0.184
N -1.78311 0.68891 -0.61839 -0.439
C -2.23113 0.91774 0.55083 0.071
N -1.52315 0.69763 1.70405 -0.428
H -3.23920 1.30199 0.71404 0.305
H -0.55515 0.44299 1.57086 0.217
H -1.69429 1.41831 2.38145 0.242
C 1.64236 -1.60984 -0.73311 -1.019
C 1.92578 -0.23147 -0.15572 -0.351
S 1.09843 1.10880 -1.11901 -0.360
H 0.66661 -1.97552 -0.44368 0.283
H 1.63727 -1.59344 -1.82453 0.298
H 2.40801 -2.29424 -0.48670 0.367
H 1.46851 -0.15472 0.82542 0.132
H 2.99005 -0.01951 -0.06378 0.334
H -0.31620 0.58328 -0.95736 0.165

Which one sits at the bottom of the stability order? version P does.

Version P
16
Properties=species:S:1:pos:R:3:mulliken_charge:R:1 method="wB97M-V/def2-TZVPD" homo_ev=-7.91
C -0.73362 2.91844 0.11761 -0.433
C -0.08360 -2.70543 0.95682 -0.675
C 0.10367 2.32355 0.95973 -0.833
N 0.62560 -0.54747 -2.17987 -0.557
N -0.23733 -1.64620 0.09626 -0.418
S 0.98111 -0.76599 -0.44261 0.155
H -1.76236 2.75812 0.48564 0.234
H -0.41017 3.12679 -0.85408 0.343
H 0.24399 0.45184 -0.25338 0.177
H -1.05524 -2.73623 1.35940 0.291
H 0.28889 -3.71267 0.51230 0.188
H 0.53466 -2.36987 1.74535 0.319
H 1.14075 2.28890 0.69597 0.397
H -0.19000 1.93185 1.84703 0.301
H -0.20910 -0.04979 -2.18784 0.273
H 0.76275 -1.26585 -2.85836 0.237

Version Q
16
Properties=species:S:1:pos:R:3:mulliken_charge:R:1 method="wB97M-V/def2-TZVPD" smiles=NC[C@H](N)CS homo_ev=-8.73
N -0.18688 -1.88694 -1.15134 -0.567
C 0.22101 -1.20148 0.08380 -0.799
C -0.33627 0.22509 0.15243 0.106
N -0.23187 0.95111 -1.10700 -0.586
C 0.46902 0.97469 1.20909 -0.829
S -0.14598 2.65769 1.53258 -0.275
H -1.17514 -2.11606 -1.11051 0.219
H 0.29421 -2.78020 -1.19742 0.234
H 1.30527 -1.10925 0.04426 0.415
H -0.10183 -1.74589 0.97038 0.335
H -1.37710 0.22154 0.48034 0.343
H -0.80824 0.52294 -1.81974 0.292
H 0.71698 0.87446 -1.46082 0.237
H 1.51999 1.00724 0.91872 0.388
H 0.36513 0.48385 2.17613 0.339
H -0.52830 2.92123 0.27910 0.148

Which one sits at the bottom of the stability order? version P does.

Version P
16
Properties=species:S:1:pos:R:3:mulliken_charge:R:1 method="wB97M-V/def2-TZVPD" homo_ev=-7.84
C 1.49335 -0.25999 -2.99029 -0.339
C -0.05166 0.59722 2.42257 -0.818
C -0.35961 -1.16779 0.30637 -0.922
N -2.47843 0.54872 0.94380 -0.687
N 1.11374 0.27208 -1.91569 -0.376
S -0.92241 0.63349 0.73062 0.328
H 1.72629 0.36502 -3.82309 0.263
H 1.09926 1.28743 -1.95810 0.193
H 1.96885 -1.21427 -2.96797 0.239
H 0.99895 0.89126 2.27378 0.322
H -0.44213 1.45086 3.03221 0.313
H -0.17439 -0.46512 2.85806 0.248
H -0.21722 -0.97053 -0.70002 0.278
H 0.44443 -1.25600 0.91265 0.337
H -1.21832 -1.69280 0.68108 0.402
H -2.98068 0.98040 0.19403 0.218

Version Q
16
Properties=species:S:1:pos:R:3:mulliken_charge:R:1 method="wB97M-V/def2-TZVPD" homo_ev=-7.45
C -1.18131 -2.16890 -2.05654 -1.061
C -0.90660 -0.79059 -1.49112 -0.297
S -0.36860 -0.96538 0.23505 -0.576
H -2.06827 -2.52225 -1.49441 0.262
H -1.64262 -2.12917 -3.04468 0.335
H -0.29551 -2.76844 -1.89656 0.312
H 0.01637 -0.29929 -1.94768 0.245
H -1.78687 -0.13530 -1.49886 0.288
N 0.14344 1.98770 1.90485 -0.481
C 1.15259 2.00573 0.97742 0.095
N 1.74971 0.96936 0.51045 -0.368
H -0.58051 1.31133 1.60993 0.224
H -0.42901 2.81827 1.89687 0.295
H 1.59633 2.96338 0.74697 0.347
H 2.75655 1.06496 0.27023 0.221
H 0.94970 -0.05018 0.65960 0.158

Which one sits at the bottom of the stability order? version P does.